No. 1
{"formula": "C27H22ClIrN5O6S", "method": "ωB97M-V/def2-TZVPD", "species": ["Ir", "O", "Cl", "O", "O", "O", "O", "S", "O", "N", "C", "C", "C", "C", "C", "C", "C", "C", "N", "C", "C", "C", "C", "C", "C", "C", "H", "H", "H", "H", "H", "H", "H", "H", "H", "H", "H", "N", "C", "C", "C", "C", "C", "C", "C", "H", "H", "H", "H", "H", "N", "C", "C", "C", "C", "C", "N", "H", "H", "H", "H", "H", "H"], "coordinates": [[-0.68335, -0.32929, -0.47393], [-3.74039, -2.93172, 0.72901], [-2.53632, -2.43986, 0.21746], [-1.74578, -1.70466, 1.23276], [-1.74044, -3.52700, -0.32092], [-2.73508, -1.38844, -0.83076], [1.26520, -1.08672, 2.14992], [0.58350, -0.04910, 2.83535], [-0.25977, -0.33426, 3.91798], [-0.43191, 0.52072, 1.49941], [-1.22357, 1.54738, 1.67206], [-1.45749, 2.24704, 2.90172], [-2.18659, 3.43174, 2.90566], [-2.72417, 3.99570, 1.81272], [-2.62156, 3.36212, 0.50924], [-3.13176, 3.82396, -0.73846], [-2.98785, 3.07100, -1.86621], [-2.46787, 1.68540, -1.79353], [-1.86275, 1.30571, -0.53762], [-1.94786, 2.06984, 0.48999], [1.57390, 1.33892, 3.21683], [2.42310, 1.80516, 2.22960], [3.27008, 2.84699, 2.48369], [3.31250, 3.42805, 3.70695], [2.46814, 2.97569, 4.69202], [1.59073, 1.90525, 4.47955], [-1.06583, 1.79543, 3.80037], [-2.35368, 3.87717, 3.88491], [-3.10359, 4.98699, 1.94323], [-3.43479, 4.86921, -0.74068], [-3.29857, 3.54952, -2.75558], [-3.30177, 0.99842, -1.97376], [2.53977, 1.30440, 1.29923], [3.92172, 3.21359, 1.66010], [4.02417, 4.23731, 3.82131], [2.49786, 3.40522, 5.68212], [0.97331, 1.60913, 5.31364], [0.59547, -1.82477, -0.59308], [1.39232, -2.63780, -0.65415], [2.29204, -3.72367, -0.67979], [2.75486, -4.15811, -1.89768], [3.80859, -5.01607, -1.95887], [4.33021, -5.60640, -0.80053], [3.78804, -5.20267, 0.43040], [2.80648, -4.27270, 0.53253], [2.42731, -3.73099, -2.84269], [4.13847, -5.22459, -2.95009], [5.07499, -6.38138, -0.85754], [4.18754, -5.66135, 1.31063], [2.46318, -3.91513, 1.48698], [-1.06748, -2.40525, -2.95496], [-1.11555, -1.13141, -3.31929], [-1.33976, -0.89786, -4.69473], [-1.70577, 0.36836, -5.11327], [-1.74754, 1.41582, -4.21210], [-1.36432, 1.25503, -2.79575], [-0.95143, -0.13358, -2.45321], [-1.53480, -3.09198, -3.49987], [-1.05537, -2.63934, -1.94622], [-1.24081, -1.74929, -5.36318], [-1.90033, 0.63758, -6.15917], [-1.96199, 2.42217, -4.48589], [-0.47555, 1.88935, -2.58382]], "lowdin_spin": [1.507, 0.029, 0.006, 0.134, -0.004, 0.154, 0.006, 0.016, 0.008, 0.331, 0.106, 0.291, 0.114, 0.217, 0.241, 0.017, 0.227, 0.091, 0.230, 0.066, 0.005, 0.001, 0.001, 0.000, 0.002, 0.002, 0.010, 0.001, 0.007, -0.003, 0.011, 0.035, 0.001, 0.000, 0.000, 0.000, 0.000, 0.016, 0.009, 0.001, 0.003, 0.000, 0.005, 0.000, 0.003, 0.000, 0.000, 0.000, 0.000, 0.000, 0.070, 0.081, 0.331, 0.021, 0.343, 0.089, 0.115, 0.002, 0.002, 0.014, -0.005, 0.017, 0.025], "de_lowest_kj_mol": 72.8, "lumo_energy_ev": [-6.320, -9.023], "e_homo_ev": [-13.647, -14.413], "total_energy_ha": -2729.03952, "spin_multiplicity": 6, "charge": 2}



No. 2
{"formula": "C27H22IrN2O2S2", "method": "ωB97M-V/def2-TZVPD", "species": ["Ir", "O", "N", "C", "C", "C", "C", "C", "S", "H", "H", "H", "H", "C", "C", "C", "C", "C", "C", "C", "C", "C", "C", "C", "C", "C", "C", "C", "N", "H", "H", "H", "H", "H", "H", "H", "H", "H", "H", "C", "S", "O", "C", "C", "C", "C", "C", "C", "H", "H", "H", "H", "H", "H", "H", "H"], "coordinates": [[0.26119, -0.00347, -0.00983], [-1.34810, 1.21766, 0.76659], [-0.93909, 2.17815, 1.60109], [-1.90638, 2.84144, 2.27663], [-1.58925, 3.85358, 3.13765], [-0.24749, 4.19824, 3.31851], [0.72175, 3.51098, 2.63136], [0.37690, 2.47713, 1.75557], [1.55481, 1.60500, 0.82057], [-2.90703, 2.49740, 2.06580], [-2.38091, 4.36250, 3.66643], [0.02629, 4.99172, 3.99939], [1.77099, 3.74012, 2.75017], [3.47795, -0.85865, -2.76078], [3.96172, -2.06199, -2.25692], [3.40354, -2.60020, -1.11262], [2.34852, -1.93637, -0.48762], [1.82337, -0.74706, -1.00946], [2.41885, -0.20562, -2.14530], [1.68106, -2.38025, 0.73213], [2.10467, -3.48781, 1.49933], [1.42588, -3.82583, 2.62547], [0.28867, -3.07462, 3.00744], [-0.46302, -3.40298, 4.15572], [-1.56885, -2.67526, 4.49716], [-1.96027, -1.59488, 3.68517], [-1.24821, -1.24887, 2.56772], [-0.09912, -1.97718, 2.21277], [0.63388, -1.63938, 1.10067], [3.93588, -0.42507, -3.64097], [4.77870, -2.56925, -2.75115], [3.78540, -3.53378, -0.72163], [2.07518, 0.74329, -2.53873], [2.97175, -4.04348, 1.17848], [1.73440, -4.66721, 3.23278], [-0.14614, -4.24848, 4.75281], [-2.14592, -2.93115, 5.37460], [-2.84537, -1.02855, 3.94356], [-1.57427, -0.42560, 1.94304], [-2.63295, -1.29952, -3.39849], [-0.97536, -0.89077, -2.87132], [-1.08526, -1.06884, -1.35907], [-0.99738, 0.86465, -3.17390], [-0.23246, 1.36599, -4.21650], [-0.22084, 2.73448, -4.44335], [-0.95510, 3.57852, -3.62168], [-1.71040, 3.06345, -2.57535], [-1.74167, 1.69672, -2.34732], [-3.34157, -0.62227, -2.92653], [-2.81502, -2.32808, -3.09396], [-2.67113, -1.21542, -4.48366], [0.35326, 0.69688, -4.83519], [0.37143, 3.14161, -5.25125], [-0.94001, 4.64548, -3.79940], [-2.27903, 3.72718, -1.93768], [-2.31848, 1.28572, -1.52898]], "lowdin_charge": [1.109, -0.302, -0.190, -0.004, -0.032, -0.040, -0.068, -0.585, 0.749, 0.144, 0.118, 0.121, 0.117, -0.067, -0.070, -0.018, -0.187, -0.328, -0.117, -0.179, 0.024, 0.025, -0.144, -0.018, -0.059, -0.051, -0.010, -0.168, -0.010, 0.109, 0.109, 0.108, 0.090, 0.114, 0.129, 0.121, 0.112, 0.111, 0.077, -0.207, 0.997, -0.633, -0.416, -0.087, -0.057, -0.055, -0.054, -0.091, 0.067, 0.065, 0.071, 0.117, 0.114, 0.113, 0.114, 0.099], "de_lowest_kj_mol": 92.4, "lumo_energy_ev": -2.985, "e_homo_ev": -10.697, "total_energy_ha": -2202.56867, "charge": 1}



No. 3
{"formula": "C27H22NO2OsS", "method": "ωB97M-V/def2-TZVPD", "species": ["Os", "O", "C", "O", "C", "C", "C", "C", "C", "C", "S", "H", "H", "H", "H", "N", "C", "C", "C", "C", "C", "C", "H", "H", "H", "H", "H", "H", "H", "C", "C", "C", "C", "C", "C", "C", "C", "C", "C", "C", "C", "C", "C", "H", "H", "H", "H", "H", "H", "H", "H", "H", "H", "H"], "coordinates": [[0.03882, 0.52004, -0.24952], [1.89365, 3.45417, 1.69722], [1.88102, 2.39641, 1.13006], [0.96492, 2.18242, 0.16870], [2.92096, 1.34674, 1.42067], [3.93318, 1.75197, 2.28944], [4.97419, 0.90678, 2.63243], [5.03008, -0.37290, 2.09979], [4.04315, -0.79510, 1.22697], [2.98885, 0.05147, 0.89202], [1.80413, -0.68129, -0.19191], [3.87838, 2.75548, 2.68768], [5.74379, 1.25022, 3.31014], [5.83946, -1.04193, 2.35928], [4.07647, -1.79364, 0.80870], [0.07532, 1.35035, -2.17846], [-0.74482, 0.73111, -3.21182], [-1.64223, 1.49228, -3.93561], [-2.36264, 0.88982, -4.95823], [-2.18566, -0.45566, -5.23867], [-1.27851, -1.20791, -4.50254], [-0.54854, -0.61477, -3.48644], [1.05331, 1.23467, -2.44479], [-0.07004, 2.35968, -2.13185], [-1.76833, 2.54646, -3.72064], [-3.05928, 1.47938, -5.53892], [-2.74561, -0.91852, -6.03984], [-1.12934, -2.25486, -4.72886], [0.17508, -1.18925, -2.91809], [1.85204, -2.36881, 4.26979], [1.71790, -1.06092, 3.82194], [0.65024, -0.71712, 3.01184], [-0.29311, -1.67591, 2.63851], [-0.17235, -2.97782, 3.12748], [0.90468, -3.32497, 3.92560], [-1.40876, -1.33425, 1.76078], [-1.38669, -0.42880, 0.77538], [-2.45853, 0.09865, -0.07515], [-3.28632, -0.67243, -0.90242], [-4.22986, -0.04683, -1.69094], [-4.33131, 1.34578, -1.71487], [-3.47845, 2.12108, -0.95261], [-2.54523, 1.50001, -0.12634], [2.68554, -2.63933, 4.90446], [2.43937, -0.30738, 4.11153], [0.51677, 0.31340, 2.69873], [-0.91668, -3.72015, 2.86598], [1.00130, -4.33933, 4.28835], [-2.34684, -1.85943, 1.93540], [-3.19381, -1.75105, -0.89725], [-4.89766, -0.64223, -2.29957], [-5.08186, 1.81643, -2.33594], [-3.55733, 3.20019, -0.96243], [-1.96281, 2.09766, 0.57485]], "lowdin_charge": [1.189, 0.126, -0.536, -0.251, -0.153, -0.001, -0.045, -0.054, -0.116, -0.542, 0.766, 0.128, 0.116, 0.116, 0.107, -0.024, -0.289, -0.032, -0.059, -0.062, -0.056, -0.040, 0.118, 0.124, 0.122, 0.116, 0.114, 0.115, 0.101, -0.056, -0.063, -0.062, -0.243, -0.023, -0.060, -0.021, -0.276, -0.312, -0.020, -0.048, -0.062, -0.062, -0.089, 0.112, 0.112, 0.106, 0.119, 0.111, 0.139, 0.126, 0.118, 0.116, 0.118, 0.120], "de_lowest_kj_mol": 48.4, "lumo_energy_ev": -4.747, "e_homo_ev": -11.134, "total_energy_ha": -1735.91627, "charge": 1}



No. 4
{"formula": "C27H23AgN4O2S", "method": "ωB97M-V/def2-TZVPD", "species": ["Ag", "O", "C", "C", "C", "C", "C", "C", "C", "N", "N", "C", "O", "C", "C", "C", "C", "C", "C", "H", "H", "H", "H", "H", "H", "H", "H", "H", "H", "N", "C", "S", "N", "C", "C", "C", "C", "C", "C", "H", "H", "H", "H", "H", "H", "H", "H", "C", "C", "C", "C", "C", "C", "H", "H", "H", "H", "H"], "coordinates": [[-0.15706, -0.69376, 0.48793], [-2.31063, -0.13894, -0.43915], [-2.81470, 1.00034, -0.63656], [-4.24172, 1.17873, -0.56452], [-4.86601, 2.37022, -0.83530], [-4.11752, 3.50477, -1.17629], [-2.74106, 3.39044, -1.21684], [-2.05979, 2.19426, -0.95927], [-0.61688, 2.24359, -1.05581], [0.22544, 1.30222, -0.84709], [1.53111, 1.71358, -1.05861], [2.44916, 0.81526, -0.79964], [2.32536, -0.37619, -0.38674], [3.85151, 1.31703, -1.04419], [4.90101, 0.41083, -1.17301], [6.20966, 0.84075, -1.33275], [6.49671, 2.19859, -1.35310], [5.45837, 3.11420, -1.22757], [4.15110, 2.67907, -1.07763], [-4.82330, 0.30482, -0.29091], [-5.94937, 2.44014, -0.78071], [-4.60578, 4.44574, -1.40525], [-2.14841, 4.26930, -1.46025], [-0.20534, 3.21702, -1.35295], [4.66781, -0.64593, -1.14576], [7.01299, 0.11804, -1.42798], [7.52196, 2.53837, -1.45038], [5.68116, 4.17585, -1.23456], [3.32730, 3.37308, -0.98048], [2.30585, -2.58473, 1.00807], [1.69105, -3.08651, -0.10370], [0.13182, -3.64519, -0.00598], [2.50073, -3.05092, -1.20215], [2.26446, -3.20301, -2.56677], [3.32348, -2.86038, -3.41769], [3.20683, -2.98847, -4.78766], [2.02597, -3.45273, -5.35048], [0.97286, -3.78866, -4.51172], [1.08044, -3.68033, -3.13485], [1.61280, -2.39460, 1.72191], [2.79178, -1.71376, 0.79328], [3.34437, -2.53183, -1.01383], [4.24228, -2.47938, -2.98418], [4.04390, -2.72033, -5.42153], [1.92983, -3.54068, -6.42572], [0.04109, -4.13651, -4.94146], [0.26235, -3.94928, -2.48805], [-0.15398, 0.24810, 5.53991], [-0.93349, 0.88054, 4.57935], [-0.86420, 0.48577, 3.24801], [-0.02590, -0.54679, 2.77172], [0.73507, -1.15105, 3.79028], [0.68371, -0.77890, 5.13165], [-0.20091, 0.54485, 6.58352], [-1.60085, 1.68789, 4.87111], [-1.49935, 1.00695, 2.53557], [1.41566, -1.97190, 3.56090], [1.30055, -1.29467, 5.86469]], "lowdin_charge": [0.643, -0.142, -0.428, -0.055, -0.158, -0.173, -0.108, -0.162, -0.136, -0.036, 0.020, -0.498, -0.139, -0.132, -0.042, -0.113, -0.133, -0.112, -0.042, 0.091, 0.077, 0.065, 0.088, 0.098, 0.086, 0.088, 0.082, 0.087, 0.098, 0.055, -0.910, 0.617, 0.061, -0.222, -0.035, -0.113, -0.128, -0.098, -0.038, 0.006, 0.066, 0.108, 0.102, 0.092, 0.085, 0.096, 0.027, -0.168, -0.151, -0.179, -0.182, -0.191, -0.160, 0.072, 0.078, 0.066, 0.052, 0.074], "de_lowest_kj_mol": 0.0, "lumo_energy_ev": 4.535, "e_homo_ev": -0.828, "total_energy_ha": -1957.35342, "charge": -2}